C46H56BrFGaNO2PSi | ωB97M-V/def2-TZVPD

Results
Total energy, eV: -196502.5746
LUMO, eV: 2.47
Relative energy (zero: lowest compared OMol25 entry of this formula, charge and spin), kcal per mole: 8.0
Kohn-Sham gap, eV: 7.01

Structure (ORCA input):
```
! wB97M-V def2-TZVPD RIJCOSX def2/J DEFGRID3
* xyz -1 1
Br 4.647 -2.275 -0.461
Ga 0.658 -0.650 -0.015
P -0.959 2.516 1.508
Si -0.351 -2.225 -1.873
F 6.849 -2.120 3.247
O 1.367 2.796 -2.192
O 0.634 1.068 -1.002
N 3.174 -0.056 -1.154
C 1.659 -4.269 -2.052
C -0.995 4.130 2.407
C -4.627 2.425 -0.528
C -1.582 1.715 4.166
C -4.265 1.527 1.761
C 5.645 -0.544 1.964
C -1.589 -0.572 4.869
C 5.481 0.122 -1.729
C 2.114 -2.223 -3.368
C 1.333 3.597 3.281
C -3.741 2.221 0.530
C -2.946 3.521 -1.832
C -0.499 -0.307 -4.023
C -2.211 -0.058 -2.266
C 1.006 -3.197 -2.936
C 0.106 5.698 3.871
C 3.276 -1.657 2.870
C -0.971 6.570 3.785
C 3.964 1.889 -2.274
C -2.937 -3.025 -0.677
C 0.123 4.488 3.185
C -2.052 3.329 -0.793
C -1.554 -3.583 -1.066
C -1.133 -0.511 1.122
C 1.534 1.717 -1.638
C -1.416 -1.094 -3.079
C -0.879 -4.115 0.214
C -1.705 0.778 5.181
C 5.655 -1.617 2.827
C 0.506 -3.873 -4.223
C 4.487 -2.180 3.297
C -1.852 -4.779 -1.982
C -1.349 1.334 2.847
C -2.424 -1.869 -3.944
C 4.421 -0.034 1.550
C -1.265 -0.034 2.513
C 2.954 1.147 -1.679
C -4.245 3.058 -1.700
C 3.207 -0.582 1.976
C 4.397 -0.541 -1.179
C -2.420 2.687 0.395
C 5.245 1.364 -2.297
C -1.384 -0.962 3.558
C 1.908 -0.032 1.532
C -2.055 5.027 2.304
C -2.051 6.238 2.985
H -4.957 3.178 -2.507
H -0.956 7.506 4.331
H 0.051 -3.155 -4.903
H 1.971 -3.864 -1.086
H 1.178 -0.055 2.341
H 3.039 -2.772 -3.586
H -2.608 -5.417 -1.504
H 2.348 -2.089 3.228
H -2.894 6.913 2.893
H 0.310 0.193 -3.486
H 1.108 2.671 3.816
H -1.677 -1.319 5.650
H 4.403 0.822 0.884
H -2.908 4.777 1.684
H 1.682 3.309 2.287
H -5.649 2.076 -0.422
H -0.212 -4.669 -4.039
H -1.026 3.661 -0.915
H -1.079 0.472 -4.534
H -3.778 0.564 1.912
H -1.957 -2.639 -4.555
H 0.990 -5.108 -1.866
H -3.492 -3.801 -0.134
H 4.534 -3.007 3.995
H -2.892 -2.150 -0.040
H -0.063 -0.946 -4.791
H 2.552 -4.668 -2.550
H 6.581 -0.111 1.635
H -1.883 1.099 6.199
H -1.316 -2.018 3.315
H -0.976 -5.399 -2.158
H -4.093 2.120 2.658
H -2.613 4.001 -2.744
H 2.017 1.000 1.190
H 3.714 2.851 -2.697
H -2.925 -1.165 -4.622
H 0.961 5.965 4.485
H -1.677 2.767 4.411
H 2.332 -1.493 -2.594
H 2.145 4.101 3.804
H 1.363 -4.318 -4.747
H -2.838 0.536 -2.944
H -2.871 -0.522 -1.532
H -3.199 -2.343 -3.345
H -1.489 -1.528 1.067
H 1.841 -1.674 -4.268
H -3.530 -2.761 -1.551
H -1.547 0.637 -1.751
H -5.337 1.350 1.664
H -0.022 -4.749 -0.014
H -2.251 -4.467 -2.948
H 6.057 1.909 -2.761
H -1.589 -4.717 0.797
H 6.463 -0.328 -1.718
H -1.712 0.105 0.428
H -0.522 -3.307 0.855
*
```